# C9H14

2 unconnected molecules or ions with the total composition C9H14 in a non-equilibrium geometry (ωB97M-V with the def2-TZVPD basis set, OMol25).

Molar mass ... 122.2 g mol⁻¹
Orbital gap ... 0.358 Ha
Relative energy (zero: lowest compared OMol25 entry of this formula, charge and spin) ... 2.139 eV
DFT total energy ... -9558.042 eV
Structure (SMILES) ... Cc1ccccc1.CC

Each line ends with the natural charge from an NBO analysis.
Geometry (Å):
C 1.915 2.691 -1.903  -0.64
C 1.156 1.898 -0.923  -0.01
C 2.020 1.369 0.016  -0.23
C 1.428 0.546 0.908  -0.19
C 0.042 0.491 1.205  -0.23
C -0.810 1.011 0.262  -0.18
C -0.278 1.780 -0.793  -0.23
H 2.142 3.677 -1.388  0.23
H 1.202 3.005 -2.732  0.21
H 2.729 2.071 -2.305  0.23
H 3.144 1.547 -0.056  0.22
H 1.973 -0.045 1.654  0.20
H -0.458 0.151 2.009  0.21
H -1.789 0.940 0.387  0.19
H -0.943 2.366 -1.362  0.21
C -1.747 -3.061 1.350  -0.62
C -1.569 -2.794 -0.150  -0.60
H -1.440 -2.170 1.858  0.20
H -2.839 -3.118 1.709  0.20
H -1.307 -4.016 1.774  0.21
H -2.437 -2.498 -0.638  0.20
H -1.237 -3.803 -0.625  0.20
H -0.898 -2.037 -0.259  0.21

Atomic forces in eV per Å
C -2.08 2.17 -1.67
C -1.58 0.64 0.47
C 0.52 -0.87 -0.65
C -0.59 -1.56 4.47
C 1.55 1.23 -4.32
C 4.48 1.81 -1.27
C 2.57 -0.96 1.01
H 0.63 -1.20 -0.82
H 1.10 -0.42 0.56
H -0.03 0.89 0.15
H -1.74 -0.53 0.12
H 0.52 0.50 -0.34
H -0.56 -1.95 2.96
H -4.33 -0.14 0.50
H -0.49 0.38 -1.17
C -2.24 -0.79 1.03
C 0.03 -4.86 0.83
H 0.76 0.18 0.76
H 1.25 -0.12 -0.94
H -0.01 1.37 -0.66
H -1.81 0.43 -0.74
H -0.29 2.01 0.38
H 2.31 1.79 -0.66